C15H11N3O6S3Zn | the ωB97M-V functional and the def2-TZVPD basis

Structure (XYZ):
```
39
Properties=species:S:1:pos:R:3
Zn 0.09 -0.22 0.15
O 0.75 1.61 1.26
N 0.21 2.67 0.72
C 0.99 3.76 0.55
C 0.48 4.93 0.03
C -0.86 4.96 -0.35
C -1.62 3.83 -0.22
C -1.10 2.63 0.31
S -1.96 1.17 0.44
H 2.02 3.62 0.84
H 1.14 5.78 -0.08
H -1.29 5.87 -0.77
H -2.66 3.80 -0.53
O -1.51 -4.73 -4.18
S -0.99 -4.67 -2.83
O -0.07 -5.73 -2.46
N -0.41 -3.21 -2.48
C -1.15 -2.59 -1.58
O -1.02 -1.42 -1.16
C -2.32 -3.41 -1.08
C -3.27 -3.04 -0.15
C -4.27 -3.96 0.15
C -4.30 -5.21 -0.47
C -3.34 -5.57 -1.41
C -2.36 -4.64 -1.70
H -3.22 -2.06 0.31
H -5.03 -3.71 0.88
H -5.08 -5.92 -0.21
H -3.36 -6.53 -1.90
S 1.46 0.62 -1.69
C 2.76 1.38 -0.95
N 3.68 1.92 -0.49
C 2.43 -0.60 2.49
C 1.46 -1.76 2.31
O 1.58 -2.76 2.99
O 0.53 -1.59 1.42
H 3.19 -0.86 3.22
H 1.88 0.29 2.82
H 2.90 -0.33 1.54
```

Results
**Total charge**: -2
**Energy**: -113416.331 eV
**Relative energy (zero: lowest compared OMol25 entry of this formula, charge and spin)**: 0.1749 eV
**Largest force on an atom**: 0.00969 Eh/bohr
**HOMO**: -2.6 eV
**E_LUMO**: 4.598 eV